{
  "formula": "C13H14Cl3F3N2O4S",
  "method": "the ωB97M-V functional and the def2-TZVPD basis",
  "e_homo_ev": -9.42,
  "charge": 0,
  "smiles": "O=C(NCC[C@@H](NS(=O)(=O)OCC(Cl)(Cl)Cl)c1ccccc1)C(F)(F)F",
  "de_lowest_ev": 0.1872,
  "multiplicity": 1,
  "energy_ha": -2992.639970,
  "homo_lumo_gap_ev": 9.821,
  "species": ["O", "C", "N", "H", "C", "H", "H", "C", "H", "H", "C", "N", "S", "O", "O", "O", "C", "C", "Cl", "Cl", "Cl", "H", "H", "H", "C", "C", "C", "C", "C", "C", "H", "H", "H", "H", "H", "H", "C", "F", "F", "F"],
  "positions_angstrom": [[-4.462838, -0.242139, 1.074061], [-4.026779, -0.821869, 0.111214], [-3.278315, -1.930351, 0.119785], [-2.873134, -2.275018, -0.738143], [-2.809859, -2.513152, 1.360512], [-3.462362, -2.128437, 2.147658], [-2.926126, -3.597253, 1.294679], [-1.351729, -2.168453, 1.668368], [-1.079032, -2.639930, 2.612957], [-0.686784, -2.565685, 0.904629], [-1.139949, -0.658877, 1.827262], [0.129311, -0.439870, 2.534255], [1.549098, -0.612538, 1.743907], [1.497466, -1.774456, 0.932631], [2.596157, -0.457024, 2.694542], [1.565476, 0.730601, 0.802509], [2.751057, 1.466048, 0.705572], [3.626704, 0.934071, -0.427031], [4.149356, -0.719430, -0.055855], [5.037388, 1.985291, -0.602433], [2.707293, 0.936011, -1.934105], [2.471535, 2.503534, 0.495972], [3.303604, 1.398164, 1.651192], [0.157032, 0.405499, 3.079315], [-1.188108, 0.140909, 0.544771], [-1.754418, 1.410821, 0.573878], [-1.775780, 2.203987, -0.559559], [-1.228522, 1.736382, -1.741180], [-0.662346, 0.474013, -1.780689], [-0.639403, -0.319299, -0.646971], [-0.167600, -1.287314, -0.692156], [-0.236377, 0.102730, -2.700268], [-1.245081, 2.350793, -2.628249], [-2.227051, 3.183530, -0.519713], [-2.196786, 1.776104, 1.489805], [-1.920623, -0.281566, 2.498863], [-4.397572, -0.354397, -1.325825], [-3.484117, -0.726340, -2.241988], [-5.559126, -0.903717, -1.713893], [-4.529608, 0.964798, -1.409130]],
  "atomic_forces_ev_per_a": [[-0.098, 0.220, 0.225], [-0.200, -0.041, -0.653], [0.129, -0.411, -0.072], [-0.148, 0.219, -0.004], [0.163, -0.041, 0.196], [0.040, -0.151, -0.047], [-0.039, 0.070, 0.090], [-0.433, 0.141, -0.013], [0.014, -0.055, -0.007], [-0.032, -0.073, 0.022], [-0.133, -0.410, -0.289], [0.662, -0.106, -0.144], [0.073, 0.564, 0.536], [-0.362, -0.008, -0.188], [0.017, 0.179, 0.277], [-0.466, -0.966, 0.411], [0.651, 0.310, 0.332], [0.087, -0.122, -0.059], [0.303, 0.201, -0.266], [0.035, 0.101, 0.122], [-0.013, -0.002, -0.165], [0.059, -0.216, -0.038], [0.054, 0.157, -0.296], [0.015, 0.237, 0.209], [-0.340, 0.219, -0.155], [0.084, -0.108, 0.010], [0.063, 0.102, 0.011], [0.043, 0.031, -0.024], [-0.021, -0.030, 0.035], [-0.183, 0.031, -0.102], [0.017, -0.101, -0.043], [0.043, -0.052, -0.088], [-0.021, 0.063, -0.095], [-0.063, 0.093, -0.004], [-0.089, 0.016, 0.103], [0.174, -0.004, -0.054], [-0.131, 0.195, -0.311], [0.151, -0.134, 0.076], [-0.110, -0.085, 0.225], [0.001, -0.036, 0.237]]
}


{
  "formula": "C13H14F6O2SSn",
  "method": "the ωB97M-V functional and the def2-TZVPD basis",
  "e_homo_ev": 0.79,
  "charge": -2,
  "multiplicity": 1,
  "energy_ha": -1865.788584,
  "homo_lumo_gap_ev": 3.389,
  "species": ["Sn", "C", "S", "C", "O", "H", "H", "H", "H", "H", "H", "C", "C", "C", "C", "C", "C", "C", "H", "H", "H", "H", "H", "C", "C", "O", "C", "F", "F", "F", "C", "F", "F", "F", "H", "H", "H"],
  "positions_angstrom": [[-0.039319, 0.584034, -0.292046], [-1.113528, -4.022127, -0.852479], [-1.548703, -2.567875, -1.914977], [0.196328, -2.386370, -2.501339], [-1.755628, -1.398718, -1.032887], [-0.564529, -4.757397, -1.438426], [-2.036968, -4.451010, -0.466728], [-0.507479, -3.630797, -0.037078], [0.855823, -2.282495, -1.643638], [0.218698, -1.476345, -3.095302], [0.455753, -3.259115, -3.104506], [-1.706612, 1.611907, -0.143393], [-3.050971, 1.934269, -0.070484], [-3.691640, 2.356832, 1.146026], [-5.043960, 2.605725, 1.218576], [-5.874941, 2.470960, 0.100333], [-5.286364, 2.069413, -1.105097], [-3.935458, 1.823942, -1.199006], [-3.065136, 2.462964, 2.024337], [-5.483560, 2.906844, 2.167827], [-6.939329, 2.674534, 0.161928], [-5.917732, 1.936827, -1.981765], [-3.504644, 1.485887, -2.134591], [5.419447, 1.046518, 0.849744], [3.957000, 0.493297, 0.726099], [3.237755, 0.995184, -0.236716], [3.323227, 0.706794, 2.164210], [2.909125, 1.977356, 2.310076], [2.280518, -0.093320, 2.440339], [4.211863, 0.504115, 3.203967], [4.125568, -1.076770, 0.585143], [4.718343, -1.697521, 1.658889], [2.975983, -1.736895, 0.372225], [4.930781, -1.377415, -0.472433], [5.362754, 2.070833, 1.217940], [5.852471, 1.047619, -0.149169], [6.035075, 0.448303, 1.524397]],
  "atomic_forces_ev_per_a": [[-0.577, 0.580, 0.127], [-0.402, 0.508, -0.194], [1.537, -0.346, 0.152], [-0.755, -0.227, -0.175], [-0.677, -0.597, 0.058], [-0.012, -0.007, -0.034], [0.011, 0.003, 0.029], [0.050, 0.004, 0.005], [-0.029, 0.075, 0.080], [0.077, 0.037, 0.017], [-0.001, 0.032, -0.029], [0.603, -0.052, -0.084], [-0.001, -0.072, 0.040], [-0.008, -0.016, 0.045], [-0.056, -0.049, -0.097], [-0.208, 0.031, -0.001], [-0.008, 0.106, 0.121], [-0.032, 0.003, -0.093], [-0.010, -0.003, 0.001], [0.060, 0.019, 0.004], [0.020, -0.021, 0.018], [0.052, 0.016, -0.028], [0.017, 0.019, 0.002], [-0.171, -0.085, -0.063], [0.273, -0.336, 0.325], [0.198, -0.019, 0.097], [0.081, 0.150, 0.122], [0.018, -0.146, -0.050], [0.020, 0.088, -0.068], [-0.107, 0.009, -0.124], [0.060, -0.042, -0.135], [-0.088, 0.070, -0.121], [0.115, 0.090, -0.008], [-0.105, 0.066, 0.096], [0.017, 0.024, -0.035], [-0.050, 0.010, -0.019], [0.090, 0.079, 0.014]]
}


{
  "formula": "C13H14IN3PdS",
  "method": "the ωB97M-V functional and the def2-TZVPD basis",
  "e_homo_ev": [-7.56, -7.68],
  "charge": 0,
  "de_lowest_ev": 3.7205,
  "multiplicity": 3,
  "s2": 2.01,
  "energy_ha": -1491.635365,
  "homo_lumo_gap_ev": [6.874, 4.556],
  "species": ["C", "C", "H", "H", "H", "H", "H", "H", "C", "C", "C", "C", "H", "H", "H", "H", "N", "C", "C", "N", "C", "C", "C", "H", "H", "C", "H", "H", "Pd", "I", "S", "C", "N"],
  "positions_angstrom": [[1.152538, 2.939826, 0.512827], [2.546159, 1.033985, -0.772524], [1.379802, 3.521579, -0.488538], [2.195737, 2.892458, 1.124927], [0.322521, 3.276068, 1.059412], [2.211800, 0.466704, -1.562340], [2.835353, 2.296015, -1.135582], [3.275820, 0.642005, -0.081249], [-2.002130, 1.924921, -1.139541], [-3.273145, 1.710769, -1.666391], [-3.599275, 0.461277, -2.196806], [-2.648404, -0.546311, -2.109211], [-1.746472, 2.859110, -0.665699], [-3.972701, 2.528897, -1.647904], [-4.581595, 0.283194, -2.663446], [-2.844939, -1.534968, -2.498023], [-1.084680, 0.952667, -1.112388], [-1.403810, -0.288200, -1.511492], [-0.407158, -1.334416, -1.306466], [0.671824, -1.009579, -0.573406], [1.688341, -1.870855, -0.406049], [0.571715, -3.506722, -1.760841], [1.681100, -3.118277, -1.007267], [2.528282, -1.528129, 0.190144], [2.556038, -3.736571, -0.872677], [-0.484275, -2.602836, -1.897100], [-1.346948, -2.846767, -2.491830], [0.546649, -4.488537, -2.240502], [0.895423, 1.130195, 0.178758], [-1.405058, 1.438846, 2.101903], [0.898411, -1.358966, 4.136291], [1.255745, -0.579733, 2.814360], [1.587334, -0.007750, 1.794749]],
  "atomic_forces_ev_per_a": [[5.022, 2.799, -0.777], [2.547, 6.058, -0.440], [-0.743, -0.820, 2.027], [-2.545, 0.858, -1.042], [-0.753, 1.095, 0.755], [0.172, -1.234, -2.086], [-0.433, -4.259, 0.869], [0.371, -0.132, -0.238], [-0.430, -1.065, -0.537], [0.262, -0.021, 0.013], [0.071, 0.185, 0.000], [0.211, 0.009, 0.134], [0.206, 0.173, -0.174], [-0.216, 0.047, -0.085], [0.622, 0.067, 0.331], [-0.202, 0.045, 0.077], [-0.330, 0.021, -0.032], [-1.148, 1.177, -0.479], [1.643, -1.129, 0.040], [-0.115, -0.303, -0.051], [-0.888, 0.085, -0.550], [-0.010, 0.381, 0.202], [-0.126, 0.033, 0.007], [-0.229, -0.023, -0.019], [-0.098, -0.249, -0.092], [0.276, 0.010, 0.091], [-0.042, -0.221, -0.095], [-0.079, 0.388, 0.149], [-3.296, -3.531, -0.219], [-0.016, -0.306, 0.675], [-0.233, -0.534, 0.782], [1.129, 1.694, -2.865], [-0.600, -1.299, 3.631]]
}